--- i ---
This record from OMol25 describes a 2-piece molecular cluster, C4H13NO overall. The level of theory is ωB97M-V/def2-TZVPD.

Element x y z (Å)
C -1.457 -2.032 0.590
N -1.905 -0.949 -0.273
C -1.192 1.170 0.702
C -0.955 0.212 -0.410
C 0.546 -0.201 -0.337
H -1.350 -1.768 1.662
H -2.168 -2.912 0.573
H -0.445 -2.268 0.261
H -2.763 -0.544 -0.026
H -0.718 2.234 0.663
H -2.269 1.274 0.703
H -0.960 0.743 1.741
H -1.275 0.585 -1.366
H 0.969 0.615 -0.847
H 1.016 -0.351 0.584
H 0.701 -1.202 -1.026
H 4.326 2.433 -0.619
H 4.453 0.740 -0.725
O 4.021 1.521 -0.367

Output
Total charge: 0
Structure (SMILES): CNC(C)C.O
Frontier orbital gap (eV): 9.27
LUMO level (Eh): 0.031

***

--- ii ---
This record from OMol25 describes a 2-piece molecular cluster, C4H13NO overall. The level of theory is ωB97M-V/def2-TZVPD.

Element x y z (Å)
C -1.050 0.438 -0.145
C 0.044 0.028 -1.115
C 1.439 -0.132 -0.463
C 0.143 0.948 -2.331
N -1.200 -0.423 1.079
H -0.829 1.406 0.326
H -2.011 0.491 -0.645
H -0.144 -1.029 -1.336
H 2.043 -0.581 -1.253
H 1.862 0.849 -0.235
H 1.394 -0.804 0.388
H -0.801 0.845 -2.879
H 0.822 0.495 -3.028
H 0.304 1.976 -2.056
H -0.396 -1.017 1.254
H -1.941 -1.071 0.839
H -0.419 -0.372 3.420
H 0.570 -1.458 4.035
O 0.171 -0.588 4.145

Output
Total charge: 0
Structure (SMILES): CC(C)CN.O
Frontier orbital gap (eV): 10.66
LUMO level (Eh): 0.034

***

On energetic grounds, ii is preferred over the next structure by 27.8 kcal/mol.

***

--- i ---
This record from OMol25 describes a 2-piece molecular cluster, C6H9Br overall. The level of theory is ωB97M-V/def2-TZVPD.

Element x y z (Å)
C -0.152 2.505 -0.259
C 0.476 1.447 0.155
C -0.837 -1.656 0.318
C -1.178 -1.655 -1.161
C -1.433 -0.533 -0.264
C 1.654 0.785 0.612
Br -3.158 0.327 0.145
H 0.271 3.476 -0.152
H -1.156 2.350 -0.779
H -1.397 -2.236 0.977
H 0.222 -1.443 0.678
H -0.464 -1.555 -1.895
H -1.987 -2.447 -1.533
H 2.392 0.792 -0.224
H 2.009 1.209 1.617
H 1.417 -0.300 0.675

Output
Total charge: 0
Frontier orbital gap (alpha / beta) (eV): 8.69 / 7.59
LUMO level (alpha / beta) (Eh): 0.018 / -0.006

***

--- ii ---
This record from OMol25 describes one molecule with the formula C6H9Br. The level of theory is ωB97M-V/def2-TZVPD.

Element x y z (Å)
C -0.385 -0.141 -0.842
C -1.066 -1.256 -0.562
C 0.610 1.081 -0.434
C 1.662 0.669 0.552
C -0.805 -2.421 0.332
C -0.279 2.338 0.011
Br 3.390 -0.064 0.156
H -1.908 -1.243 -1.157
H 1.022 1.517 -1.388
H 1.285 0.257 1.528
H -0.237 -3.093 -0.277
H -1.745 -2.980 0.609
H -0.123 -2.211 1.153
H -0.440 2.110 1.117
H -1.210 2.215 -0.530
H 0.229 3.222 -0.268

Output
Total charge: 0
Frontier orbital gap (alpha / beta) (eV): 8.64 / 7.97
LUMO level (alpha / beta) (Eh): 0.013 / -0.005

***

On energetic grounds, ii is preferred over the next structure by 25.6 kcal/mol.